No. 1
Formula: C6H10N2O
Source: OMol25
Level of theory: ωB97M-V with the def2-TZVPD basis set

LUMO level (spin up / spin down) in eV: -0.65 / -0.65
Energy above the lowest of the compared OMol25 structures with the same formula, charge and spin in kcal/mol: 104.7
E_tot in eV: -11407.549
Spin multiplicity: 1

```
19
Properties=species:S:1:pos:R:3:lowdin_charge:R:1
O 0.504 0.069 1.073 -0.204
N 1.207 -0.639 -2.278 0.182
N 2.651 -1.117 0.496 0.130
C -1.637 -0.586 -0.648 -0.008
C 0.371 -0.357 2.433 -0.071
C 0.843 -0.327 -1.108 -0.323
C -0.426 0.276 -0.698 -0.205
C -0.580 1.747 -0.842 -0.008
C 1.626 -0.584 0.185 -0.451
H -1.399 -1.602 -0.335 0.103
H -0.851 1.952 -1.888 0.116
H 2.148 -1.050 -2.223 0.073
H 0.355 2.269 -0.641 0.102
H -2.410 -0.164 -0.003 0.096
H -1.369 2.140 -0.199 0.096
H 0.533 -1.433 2.529 0.085
H 1.112 0.146 3.056 0.087
H -0.636 -0.094 2.757 0.084
H -2.044 -0.646 -1.667 0.115
```

No. 2
Formula: C4H9NO
Source: OMol25
Level of theory: ωB97M-V with the def2-TZVPD basis set

LUMO level in eV: 0.80
SMILES: C=C=CC.NO
Energy above the lowest of the compared OMol25 structures with the same formula, charge and spin in kcal/mol: 139.5
E_tot in eV: -7826.272
Spin multiplicity: 1

```
15
Properties=species:S:1:pos:R:3:lowdin_charge:R:1
O 0.466 1.262 0.791 -0.291
N 0.227 2.470 1.454 -0.063
C -0.695 -0.765 -0.220 -0.233
C 0.795 0.420 -2.051 0.041
C -0.259 -2.088 0.388 -0.096
C 0.075 -0.118 -1.118 -0.093
H 0.811 -2.073 0.594 0.081
H -0.611 2.929 1.103 0.062
H -0.768 -2.243 1.341 0.069
H 0.160 2.253 2.447 0.065
H -1.770 -0.674 -0.372 0.119
H -0.176 0.279 0.813 0.125
H 0.916 -0.074 -3.009 0.070
H 1.323 1.353 -1.899 0.072
H -0.495 -2.932 -0.262 0.074
```

No. 3
Formula: C5H10N2
Source: OMol25
Level of theory: ωB97M-V with the def2-TZVPD basis set

LUMO level in eV: 1.00
SMILES: C[C@H]1NC[C@H]2N[C@H]12
Energy above the lowest of the compared OMol25 structures with the same formula, charge and spin in kcal/mol: 94.7
E_tot in eV: -8323.226
Spin multiplicity: 1

```
17
Properties=species:S:1:pos:R:3:lowdin_charge:R:1
N 0.428 1.160 -0.078 -0.031
N -1.947 -1.299 -0.244 0.103
C 0.687 -0.301 0.370 -0.371
C -0.511 -0.852 -0.348 -0.244
C -1.557 0.051 0.268 -0.266
C 2.027 -0.662 -0.221 -0.083
C -1.061 1.357 -0.313 -0.169
H 2.792 0.035 0.232 0.087
H 0.622 -0.494 1.441 0.130
H -1.446 2.227 0.202 0.094
H -1.492 0.067 1.389 0.145
H -0.389 -0.546 -1.365 0.122
H 0.856 1.823 0.624 0.121
H -2.168 -1.808 0.620 0.090
H 2.084 -0.582 -1.305 0.076
H 2.306 -1.684 0.117 0.083
H -1.230 1.508 -1.391 0.112
```